Entry 1:
8 unconnected molecules or ions with the total composition C14H44N4O8 at a distorted geometry. Source: the Open Molecules 2025 dataset; level of theory: ωB97M-V with the def2-TZVPD basis set.

Geometry as ORCA input:
```
! RIJCOSX wB97M-V def2-TZVPD def2/J DEFGRID3
* xyz 0 1
H 3.15235 -1.57744 -1.10990
C 2.06392 -1.88990 -2.70494
C 2.79151 -0.73977 -3.25361
H 1.32141 -1.66428 0.53355
H 2.71174 0.07281 -2.55071
H -1.77179 -2.97524 0.44085
O 2.76795 0.49980 2.13258
H 3.89268 -0.85188 -3.30129
N 1.87291 -0.87635 0.59755
H -1.50735 -1.65086 3.04471
H 1.91877 1.78403 5.56698
O -2.25474 -0.90020 4.43711
N 1.69380 1.78378 4.57802
H -4.37543 -2.27457 4.16398
H 1.90422 -2.52392 2.54223
H -1.63669 -0.26796 4.83236
O -0.23208 0.72307 5.12269
H -1.65365 4.72995 -3.29158
H 2.34988 1.94451 3.79169
C -1.31382 3.12448 -4.42496
C -0.13698 3.79980 -4.97694
O 1.97970 2.25666 -1.10236
O -1.12887 -2.12503 2.23901
H -3.31356 -0.66199 -5.13537
H -1.70094 -2.39882 5.67589
H 1.55592 3.09160 -0.98328
H -3.13207 -1.42745 -2.56542
N 2.36812 -1.67045 2.74043
O -1.92868 3.81360 -3.35006
H -1.84312 -0.01697 -4.25859
H 2.88276 2.84326 1.30732
N 0.09145 1.45481 2.96252
H 3.60493 4.23088 0.46537
H 2.03850 -2.75786 -3.39549
C 2.28033 -0.61664 1.86964
H 0.30726 3.12662 -5.68001
H -2.98539 -0.30881 1.57220
H -1.03734 -3.04694 -2.64920
C -2.62909 -1.96522 5.34804
C -3.61167 -2.84065 4.69701
H -1.98948 -0.39347 0.23988
O -1.26030 -2.17405 -2.94849
H 2.35055 -0.45703 -4.28402
H 3.87032 2.93092 -1.62919
C -2.52849 -1.91157 -3.36143
C -2.78258 -1.05101 0.77167
H -2.97757 -2.84873 1.79466
C -2.17878 -2.35272 1.32257
C 0.49828 1.25227 4.28274
H 3.71263 1.51536 -0.67632
H -3.69179 -1.10254 0.15354
H 3.05495 -1.57933 3.48983
H 0.91737 1.50199 2.36810
C 3.30113 2.47986 -0.78931
H -2.98442 -2.84534 -3.68506
H -0.35685 4.74932 -5.43496
H -0.97566 2.18041 -4.06213
H 0.49048 3.88601 -4.06556
C 3.57536 3.17787 0.53999
O 2.67636 -2.34589 -1.46585
H 1.62263 -0.02089 0.06567
H -0.73777 0.91367 2.72229
H -2.03464 2.88604 -5.26104
C -2.42445 -0.92226 -4.55920
H -3.99094 -3.51098 5.41120
H 4.56756 2.83159 0.82770
H -1.75599 -1.43353 -5.27071
H -3.21380 -3.40155 3.86751
H 1.03240 -1.72285 -2.46398
H -3.14336 -1.48204 6.17191
*
```

Summary:
Orbital gap ... 10.23 eV
SMILES ... NC(N)=O.NC(N)=O.CCO.CCO.CCO.CCO.CCO.CCO

Entry 2:
6 unconnected molecules or ions with the total composition C4H23N2O5S at a distorted geometry. Source: the Open Molecules 2025 dataset; level of theory: ωB97M-V with the def2-TZVPD basis set.

Geometry as ORCA input:
```
! RIJCOSX wB97M-V def2-TZVPD def2/J DEFGRID3
* xyz 2 2
H -1.71702 -1.14670 1.49736
H 0.94985 3.57634 1.03635
H -0.61363 1.03675 0.81300
H -0.36893 -3.06765 -2.41582
H 0.52466 -1.17163 3.54038
H -2.94411 1.51432 -0.96249
O 0.54988 -2.78670 -2.35380
C 0.10717 -0.95540 0.43939
O 0.69836 3.14464 1.86052
C -0.66291 -1.22354 1.74341
H -2.65104 2.29639 -2.21583
H 2.21675 -1.06908 -1.51625
H -0.35978 -1.54689 -0.33711
S -1.25377 -0.22617 4.36636
H 0.83222 0.96119 -3.05230
C 1.62151 -1.05176 0.47723
H -0.75523 0.55419 -0.79135
H -0.45091 -2.24811 1.98015
H -0.97204 -0.94896 -2.72702
O 0.55507 1.64664 -2.42659
H -1.93170 0.91424 4.12197
H 1.10198 -3.42577 -2.82211
H 0.47398 3.87157 2.45265
N -0.18119 0.51435 0.05353
O -2.20600 1.78933 -1.52337
H 1.97772 -2.04247 0.70561
H 1.95836 -0.46764 1.34443
O -1.88869 -0.99418 -2.42186
H 3.12301 -0.06989 -0.52982
C -0.10972 -0.49054 2.98860
H 1.17398 2.34743 -2.67381
H -2.18615 -0.08714 -2.58357
H 0.74673 0.88835 -0.19732
H 0.42676 0.44861 2.82623
N 2.21482 -0.48412 -0.69679
*
```

Summary:
Orbital gap (spin up / spin down) ... 9.55 / 4.21 eV

Entry 3:
2 unconnected molecules or ions with the total composition C4H15N2O at a distorted geometry. Source: the Open Molecules 2025 dataset; level of theory: ωB97M-V with the def2-TZVPD basis set.

Geometry as ORCA input:
```
! RIJCOSX wB97M-V def2-TZVPD def2/J DEFGRID3
* xyz 1 1
H -1.93284 -0.15780 0.93068
H -1.01166 -1.42084 1.24175
H 0.33525 -0.67609 -2.21250
O -3.84213 -0.00994 1.02421
H 1.57987 -1.07089 0.82756
C 2.69318 -0.22117 -1.50963
H 2.92300 0.21585 -2.47819
N 0.19587 -0.00627 -1.47291
C 1.40964 -0.01182 0.62197
N -0.97694 -0.51885 0.76364
H 1.50796 1.48774 -0.92698
H -3.86263 0.92315 0.78619
H -0.22646 1.40518 0.92857
H -0.17510 0.82434 -1.93948
C 0.11783 0.43404 1.27139
H 2.22977 0.48039 1.15589
H 0.14403 0.31021 2.35024
H -0.74726 -0.50128 -0.26529
H -4.31634 -0.05682 1.86340
H 3.59441 -0.24092 -0.89547
H 2.45717 -1.27697 -1.67079
C 1.49348 0.40260 -0.81645
*
```

Summary:
Orbital gap ... 11.43 eV

Entry 4:
A single C2H6N2S molecule at a distorted geometry. Source: the Open Molecules 2025 dataset; level of theory: ωB97M-V with the def2-TZVPD basis set.

Geometry as ORCA input:
```
! RIJCOSX wB97M-V def2-TZVPD def2/J DEFGRID3
* xyz 0 1
N 0.12105 0.24133 0.25782
S -0.00741 1.61708 1.06494
H -1.39940 1.48707 1.08243
H -0.00350 -0.92454 -1.50557
N -0.62356 1.23487 -1.57603
H -0.13777 -1.58462 1.48542
C 0.72232 -1.00812 0.92601
H 1.09707 -1.45025 0.08926
H 1.63146 -0.72032 1.62863
C -0.17240 0.16726 -1.07550
H -1.22786 0.94025 -2.37742
*
```

Summary:
Orbital gap ... 9.26 eV
SMILES ... [H]/N=C/N(C)S

Entry 5:
A molecular structure, C2H10BCl3CrN2O16 at a distorted geometry. Source: the Open Molecules 2025 dataset; level of theory: ωB97M-V with the def2-TZVPD basis set.

Geometry as ORCA input:
```
! RIJCOSX wB97M-V def2-TZVPD def2/J DEFGRID3
* xyz -2 5
B 2.39786 -1.31966 -0.51822
N -0.88840 -1.12475 2.59057
O -1.94199 -1.66158 2.22726
O -1.87149 2.91319 2.32611
O 0.01119 -0.60684 1.93239
Cr 0.68978 0.07455 -0.06455
O -0.90911 1.65721 0.61105
Cl -0.64195 1.33701 -3.22519
O -0.68692 2.71169 -3.31174
H 1.83321 -0.73756 -1.22996
C -0.71748 -1.13029 4.06141
O -0.18180 0.89224 -4.51493
O -0.80425 -2.56892 -2.37443
O 3.81791 3.57300 0.29601
C -2.41418 -3.38987 -0.80938
O -0.74502 -1.70984 -0.40407
O 2.38260 1.75363 0.00718
O 4.25714 2.12200 -1.50134
Cl 3.22853 2.75351 -0.69583
N -1.21400 -2.51112 -1.23219
O -0.41275 3.98467 1.00283
Cl -1.46823 2.97777 0.96658
H -0.79892 -0.13091 4.48886
H 2.52901 -2.33782 -0.85047
H 3.36453 -0.84334 -0.46429
O 0.26538 0.93571 -2.22250
O -2.58737 3.25177 0.04955
O 2.46292 3.66436 -1.48764
H 0.28738 -1.45527 4.33113
O -1.93381 0.82984 -2.82217
H -1.92584 -4.11774 -0.16145
H -3.13595 -2.77911 -0.26705
H -2.73948 -3.92049 -1.70421
H -1.50651 -1.75029 4.48701
H 1.99797 -1.33691 0.48379
*
```

Summary:
Orbital gap (spin up / spin down) ... 6.86 / 6.89 eV

What did the fourth record say?
A single C2H6N2S molecule at a distorted geometry. Source: the Open Molecules 2025 dataset; level of theory: ωB97M-V with the def2-TZVPD basis set.

Geometry as ORCA input:
```
! RIJCOSX wB97M-V def2-TZVPD def2/J DEFGRID3
* xyz 0 1
N 0.12105 0.24133 0.25782
S -0.00741 1.61708 1.06494
H -1.39940 1.48707 1.08243
H -0.00350 -0.92454 -1.50557
N -0.62356 1.23487 -1.57603
H -0.13777 -1.58462 1.48542
C 0.72232 -1.00812 0.92601
H 1.09707 -1.45025 0.08926
H 1.63146 -0.72032 1.62863
C -0.17240 0.16726 -1.07550
H -1.22786 0.94025 -2.37742
*
```

Summary:
Orbital gap ... 9.26 eV
SMILES ... [H]/N=C/N(C)S